{"formula": "C4H7NO3", "method": "ωB97M-V with the def2-TZVPD basis set", "gap_ev": 9.10, "homo_ev": -8.997, "e_lumo_ev": 0.1, "spin_multiplicity": 1, "relative_energy_kcal_mol": 84.4, "elements": ["C", "C", "N", "C", "C", "O", "O", "O", "H", "H", "H", "H", "H", "H", "H"], "positions_angstrom": [[0.319672, 0.163423, -0.519992], [0.990721, 1.510324, -0.335414], [-1.143603, 0.249052, -0.413672], [-1.727875, -0.603989, 0.426401], [0.687187, -0.827424, 0.630407], [-0.517774, -2.036846, 0.309844], [-2.740143, -0.756790, 0.988591], [1.824004, -1.243113, 0.795620], [-0.148659, -2.396141, -0.510922], [-1.618236, 1.135412, -0.529373], [0.583412, -0.294954, -1.476559], [-0.013840, -0.419183, 1.490423], [0.685784, 2.217498, -1.108061], [0.748687, 1.930632, 0.644355], [2.070662, 1.372098, -0.391647]], "forces_ev_per_a": [[-0.069, -0.638, -0.168], [-0.056, -0.146, 0.067], [0.133, -0.301, 0.319], [-0.389, -0.837, -1.102], [0.172, 1.494, 1.186], [-0.952, 1.137, 0.549], [1.215, -0.281, -0.301], [-0.587, -0.052, -0.208], [-0.578, 0.046, -0.376], [0.018, -0.036, 0.154], [0.029, 0.106, -0.003], [1.113, -0.463, -0.078], [0.015, 0.006, -0.011], [0.011, -0.039, -0.026], [-0.074, 0.005, -0.001]], "mulliken_charge": [0.5118, -1.4537, -0.1111, 0.5396, -0.0525, -0.5762, -0.3797, -0.6250, 0.3409, 0.2732, 0.1977, 0.2331, 0.4009, 0.3682, 0.3329]}

{"formula": "C24H23N4S6Sn", "method": "ωB97M-V with the def2-TZVPD basis set", "gap_ev": 7.51, "homo_ev": -10.695, "e_lumo_ev": -3.2, "total_charge": 1, "spin_multiplicity": 1, "relative_energy_kcal_mol": 4.7, "elements": ["Sn", "S", "C", "C", "C", "C", "C", "C", "S", "C", "C", "C", "C", "C", "C", "C", "S", "C", "C", "C", "C", "C", "C", "S", "N", "H", "H", "H", "H", "H", "H", "H", "H", "H", "H", "H", "H", "H", "H", "H", "S", "C", "N", "C", "N", "C", "C", "N", "C", "S", "H", "H", "H", "H", "H", "H", "H", "H"], "positions_angstrom": [[0.607412, -0.175876, 0.381630], [0.947512, -1.710987, -1.460111], [-0.595343, -1.643209, -2.305572], [-0.948294, -2.778811, -3.036765], [-2.147537, -2.845298, -3.721414], [-3.047998, -1.788183, -3.669385], [-2.720954, -0.658678, -2.942488], [-1.492228, -0.568144, -2.288246], [-1.212082, 0.905277, -1.352143], [-0.331966, 2.003230, -2.513872], [1.174115, 2.129185, -2.418712], [1.791173, 3.187236, -3.078752], [3.163838, 3.311012, -2.988037], [3.880022, 2.364001, -2.266924], [3.183701, 1.337352, -1.656064], [3.916210, 0.225902, -0.950545], [3.254070, -0.336706, 0.645188], [3.433297, 1.022102, 1.764792], [4.560587, 0.995923, 2.584296], [4.737440, 1.956590, 3.562137], [3.764556, 2.929318, 3.742117], [2.623639, 2.935962, 2.960506], [2.431468, 1.986357, 1.957736], [0.952268, 2.136255, 1.000792], [1.856553, 1.241518, -1.720883], [-0.267273, -3.619941, -3.050096], [-2.390192, -3.738392, -4.282309], [-3.996183, -1.844331, -4.186519], [-3.412382, 0.172424, -2.882368], [-0.781195, 2.983297, -2.350903], [-0.619774, 1.671636, -3.511973], [1.201342, 3.904016, -3.635369], [3.673626, 4.135979, -3.467636], [4.957380, 2.418936, -2.187287], [4.961992, 0.484391, -0.794083], [3.874630, -0.681496, -1.558190], [5.295709, 0.212963, 2.447699], [5.619269, 1.936393, 4.187552], [3.879321, 3.674057, 4.518783], [1.855960, 3.680321, 3.125980], [1.704095, -0.324489, 4.839521], [1.132265, -0.580534, 3.383030], [0.669797, -0.846590, 2.316676], [-3.783264, -4.063959, 1.305063], [-3.930469, -2.649986, 1.587300], [-5.073908, -2.107540, 2.322910], [-4.808434, -0.594038, 2.298688], [-3.405176, -0.551126, 1.894518], [-2.988090, -1.726784, 1.394241], [-1.511132, -2.033066, 0.629031], [-4.774048, -4.508978, 1.246583], [-3.208223, -4.567195, 2.084274], [-3.272868, -4.196256, 0.353581], [-5.097242, -2.507939, 3.338767], [-6.004583, -2.372869, 1.824175], [-4.953422, -0.130316, 3.271144], [-5.439327, -0.086243, 1.567607], [-2.889683, 0.296352, 1.740324]], "forces_ev_per_a": [[-0.037, -0.037, -0.317], [0.034, -0.305, 0.127], [-0.034, 0.030, -0.066], [0.071, 0.005, -0.019], [-0.035, 0.016, 0.002], [0.025, -0.012, 0.003], [0.090, 0.011, -0.044], [-0.060, -0.039, -0.054], [0.087, 0.050, 0.009], [-0.029, 0.108, 0.072], [-0.079, -0.016, -0.021], [-0.005, 0.053, 0.002], [0.008, -0.025, 0.030], [0.013, 0.051, -0.019], [0.019, -0.079, 0.023], [0.039, 0.079, 0.064], [0.039, -0.015, -0.170], [-0.049, 0.003, 0.084], [-0.012, 0.070, -0.068], [0.010, 0.026, -0.007], [0.009, -0.006, 0.029], [-0.041, 0.031, -0.056], [0.119, -0.020, -0.007], [-0.274, 0.155, 0.220], [0.018, -0.077, -0.063], [-0.026, -0.006, 0.002], [0.005, 0.008, 0.003], [0.010, -0.007, 0.003], [0.008, -0.011, 0.008], [0.003, 0.015, -0.053], [-0.021, -0.011, -0.001], [0.012, -0.005, 0.006], [-0.001, -0.020, -0.017], [-0.011, 0.018, 0.014], [0.009, -0.012, -0.010], [0.033, 0.014, -0.026], [-0.025, -0.006, 0.008], [-0.015, -0.005, 0.004], [0.006, 0.005, -0.022], [0.004, -0.011, 0.028], [-0.068, 0.026, -0.185], [-0.063, -0.201, 0.150], [0.372, -0.029, 0.358], [0.023, 0.037, 0.031], [-0.081, 0.004, -0.128], [0.047, -0.014, 0.045], [0.041, -0.030, 0.000], [0.028, 0.023, 0.000], [0.101, 0.191, 0.050], [-0.321, -0.034, -0.016], [0.001, -0.001, -0.015], [-0.014, -0.001, 0.017], [0.000, 0.007, -0.011], [0.031, 0.006, 0.012], [-0.010, -0.016, 0.012], [-0.002, -0.005, 0.010], [-0.002, 0.005, -0.018], [-0.001, 0.013, -0.012]], "mulliken_charge": [0.2274, -0.3292, 1.0527, -0.7816, -0.6726, -0.7022, -0.5730, 0.2828, -0.1106, -1.0799, 0.6295, -0.9938, -0.5304, -1.0045, 0.5674, -0.8291, -0.2173, 0.4568, -0.6106, -0.6764, -0.6590, -0.7431, 1.0236, -0.4239, 0.5795, 0.4880, 0.4150, 0.4344, 0.4608, 0.5569, 0.4916, 0.4918, 0.4310, 0.4511, 0.5337, 0.3987, 0.4682, 0.4081, 0.3994, 0.4523, -0.3351, 0.6086, -0.5858, -0.9351, 0.1198, -0.5834, -0.5776, -0.0595, 0.3301, -0.2294, 0.3373, 0.3290, 0.3058, 0.3257, 0.3768, 0.3376, 0.2858, 0.1857]}

{"formula": "C5H21N2O5", "method": "ωB97M-V with the def2-TZVPD basis set", "gap_ev": [2.41, 10.52], "homo_ev": [-2.356, -10.592], "e_lumo_ev": [0.1, -0.1], "s2": 0.7504, "spin_multiplicity": 2, "relative_energy_kcal_mol": 20.5, "elements": ["O", "C", "N", "C", "C", "N", "C", "C", "H", "H", "H", "H", "H", "H", "H", "H", "H", "H", "H", "H", "H", "H", "H", "O", "H", "H", "O", "H", "H", "O", "H", "H", "O"], "positions_angstrom": [[-0.707772, 1.408798, 2.066154], [-1.212842, 1.089339, 0.996384], [-2.488853, 0.784974, 0.777615], [-2.984366, 0.494396, -0.571184], [-0.201292, 0.957455, -0.214143], [1.140705, 0.765245, 0.517814], [2.272222, 0.682426, -0.420663], [-0.100849, 2.108370, -1.162640], [-3.154189, 0.798027, 1.536574], [-2.785825, -0.558964, -0.805498], [-2.590023, 1.145994, -1.342491], [-4.072589, 0.547504, -0.617719], [-0.332956, 0.030772, -0.773220], [1.014170, -0.131790, 0.994604], [1.238972, 1.520811, 1.189629], [2.551287, 1.634346, -0.886911], [1.953442, 0.143486, -1.320101], [3.160894, 0.184009, -0.041303], [0.648182, 2.847699, -0.830691], [0.218695, 1.840896, -2.172936], [-1.028471, 2.655628, -1.340730], [1.271759, -2.095430, 1.420687], [0.438246, -2.281140, 0.007925], [1.314702, -2.207286, 0.461739], [0.782558, -0.917219, -3.954715], [1.476004, -2.121639, -3.450608], [1.094552, -1.288684, -3.097206], [-1.059296, -3.075759, -1.497631], [-0.251509, -1.695054, -1.961941], [-0.721202, -2.189224, -1.257903], [2.172990, -1.382315, 3.087528], [0.718907, -0.819489, 3.486507], [1.420514, -0.818258, 2.830358]], "forces_ev_per_a": [[-0.617, -0.042, 0.342], [1.409, 0.086, -0.541], [-0.389, 0.287, -0.864], [-0.580, -1.257, 0.120], [0.201, -0.324, 1.145], [-0.766, 0.130, -1.459], [0.414, -0.105, -1.864], [0.277, 1.514, -0.719], [0.320, 0.176, 0.077], [0.339, 0.303, -0.243], [0.158, 0.048, 0.087], [0.056, 0.408, 0.321], [-0.228, -0.087, 0.194], [0.609, -0.001, 0.310], [-0.134, -0.186, 0.375], [-0.148, 0.203, 0.870], [-0.056, -0.502, 0.393], [-0.306, 0.052, 0.473], [-0.452, -0.119, 0.129], [0.098, -0.514, 0.091], [-0.069, -0.120, 0.420], [-0.700, -0.249, -0.448], [0.292, -0.106, 0.399], [0.383, 0.253, -0.167], [-0.183, 0.391, 0.325], [0.096, -0.095, 0.495], [0.010, -0.032, -0.679], [0.532, 0.878, -0.541], [0.101, -0.899, -0.761], [-0.822, -0.183, 1.189], [-0.684, 0.364, 0.374], [0.200, -0.186, 0.324], [0.638, -0.089, -0.169]], "mulliken_charge": [-0.6123, 0.1563, 0.0044, -0.7202, 1.8801, 0.3832, -1.4341, -1.6632, 0.3172, 0.0568, 0.1901, 0.4159, -0.8360, -0.0804, 0.3678, 0.3956, 0.4122, 0.3069, 0.3972, 0.3829, 0.3250, 0.3687, 0.2982, -0.8309, 0.1811, 0.0994, -0.2466, 0.2773, -0.0423, -0.6369, 0.3120, 0.2787, -0.7039]}

{"formula": "C5H7NO", "method": "ωB97M-V with the def2-TZVPD basis set", "gap_ev": [7.39, 8.05], "homo_ev": [-6.960, -7.288], "e_lumo_ev": [0.4, 0.8], "spin_multiplicity": 1, "relative_energy_kcal_mol": 143.0, "elements": ["C", "N", "C", "C", "C", "C", "O", "H", "H", "H", "H", "H", "H", "H"], "positions_angstrom": [[1.661266, 0.217078, 1.815968], [1.419814, 0.232372, 0.519064], [0.155919, 0.414359, 0.061612], [-0.872801, -0.716301, 0.008169], [-1.781913, 0.232198, -0.781643], [-0.348627, 0.285609, -1.365245], [-0.302733, -1.195032, -1.278983], [2.580784, -0.182350, 2.217378], [0.876626, 0.601802, 2.448476], [2.214952, 0.144073, -0.120798], [-1.114507, -1.487816, 0.743357], [-2.146188, 1.111320, -0.244835], [-2.526735, -0.249517, -1.417432], [-0.017500, 0.754529, -2.296431]], "forces_ev_per_a": [[0.093, -0.108, 0.455], [0.183, 0.097, -0.329], [-0.023, -0.099, -0.123], [-0.358, -0.248, 0.534], [-0.251, 0.080, -0.069], [0.105, 0.444, -0.430], [0.171, -0.128, 0.050], [0.042, 0.118, -0.211], [0.049, -0.209, 0.070], [-0.230, 0.051, 0.077], [0.006, 0.207, -0.062], [0.055, -0.114, -0.179], [0.153, 0.028, 0.037], [0.003, -0.119, 0.179]], "mulliken_charge": [-0.4988, 0.0544, -0.2781, -0.2644, -0.4989, -0.3712, -0.5051, 0.2773, 0.2988, 0.2759, 0.4984, 0.2639, 0.2647, 0.4831]}